[1]
Molecular formula: C33H34BF3O3
Method: DFT, ωB97M-V/def2-TZVPD

Output
E_LUMO: -3.42 eV
Electronic energy: -49742.3527 eV
Maximum force: 3.5 eV/A
HOMO level: -0.227 Eh
Kohn-Sham gap: 0.1019 hartree
Multiplicity: 1

Positions of all 74 atoms, in Å:
C1 -5.46826 -3.92872 1.24672
C2 -4.19573 -3.33216 1.60810
C3 -3.39859 -3.47749 2.71249
C4 -2.27190 -2.62143 2.51606
C5 -2.41170 -2.01808 1.29209
B1 -1.27338 -1.19245 0.46087
C6 -1.76514 0.33268 0.87697
C7 -1.01969 1.13400 1.72643
C8 -1.50140 2.39182 2.12987
C9 -2.74169 2.81820 1.66268
C10 -3.32671 4.14920 2.05999
F1 -3.91412 4.77201 0.98196
F2 -4.29132 4.01346 3.01329
F3 -2.38835 5.00908 2.54873
C11 -3.48962 2.03309 0.79425
C12 -2.98761 0.79178 0.39758
O1 -0.08125 -1.74265 1.06331
C13 0.69185 -2.30283 0.01617
C14 1.78660 -1.32458 -0.27563
C15 1.42103 -3.56318 0.47113
C16 -0.35068 -2.45108 -1.18878
C17 0.15308 -2.24250 -2.61763
C18 -1.03452 -3.79605 -1.10251
O2 -1.28641 -1.38594 -0.95541
O3 -3.59752 -2.45640 0.74357
H1 -5.68574 -4.72389 1.96888
H2 -6.27070 -3.17903 1.29335
H3 -5.43554 -4.36415 0.24043
H4 -3.58536 -4.11141 3.57143
H5 -1.44798 -2.50721 3.22237
H6 -0.05878 0.79218 2.11050
H7 -0.90900 3.03679 2.77769
H8 -4.43998 2.39790 0.40800
H9 -3.59097 0.17473 -0.26229
H10 2.38867 -1.61321 -1.14466
H11 1.34224 -0.35426 -0.45938
H12 2.44070 -1.16297 0.59032
H13 2.05794 -3.93473 -0.34166
H14 2.08222 -3.32069 1.31292
H15 0.76131 -4.37146 0.79330
H16 0.98007 -2.92517 -2.84288
H17 -0.66495 -2.45604 -3.32070
H18 0.46760 -1.20907 -2.81127
H19 -0.36533 -4.57413 -1.48680
H20 -1.29500 -4.04896 -0.07285
H21 -1.95496 -3.81001 -1.69370
C19 0.84423 1.68178 -1.05101
C20 0.25796 2.98384 -0.85305
C21 -0.90625 3.36359 -1.55742
C22 -1.56314 4.55028 -1.25677
C23 -1.09055 5.37913 -0.23267
C24 0.17529 5.13449 0.30106
C25 0.81888 3.92821 0.05001
C26 2.25257 1.61776 -1.11758
C27 3.07687 0.78796 -1.88208
C28 4.45858 0.51914 -1.56066
C29 5.19390 -0.49407 -2.24048
C30 6.41869 -0.93748 -1.75353
C31 7.00442 -0.33084 -0.63123
C32 6.33627 0.72784 -0.00087
C33 5.09078 1.15365 -0.45372
H22 0.17112 0.88396 -1.38167
H23 -1.30263 2.66281 -2.30220
H24 -2.47052 4.81772 -1.80166
H25 -1.68307 6.22484 0.11737
H26 0.64314 5.86071 0.96098
H27 1.71159 3.65924 0.61633
H28 2.75516 2.34014 -0.47404
H29 2.63809 0.24381 -2.72997
H30 4.78244 -0.90252 -3.16710
H31 6.94348 -1.75087 -2.26062
H32 7.96438 -0.68125 -0.25256
H33 6.80148 1.23236 0.84597
H34 4.60340 1.99874 0.03386

Forces on the atoms, in the same order (eV/Å):
-0.882 -0.307 -0.229
1.771 0.323 0.949
-0.509 0.199 -0.402
0.001 0.054 0.059
-0.124 -1.332 0.436
-2.769 0.757 1.963
1.386 -0.710 -0.732
-0.252 1.049 0.462
0.031 -0.277 -0.133
0.098 0.628 0.143
0.094 -0.324 -0.059
0.258 -0.150 0.873
0.509 0.411 -0.582
-0.630 -0.267 -0.165
0.176 -0.717 -0.413
-0.646 0.921 0.190
1.511 0.014 -0.603
0.043 -0.086 0.134
0.179 0.996 -0.415
-0.261 -0.518 0.037
-0.070 0.577 0.010
0.231 -0.193 0.001
-0.195 -0.558 0.057
1.166 -0.471 -0.678
-0.287 -0.042 0.080
-0.102 0.148 -0.202
-0.011 -0.261 -0.137
-0.132 0.081 0.134
-0.102 0.079 -0.180
-0.222 0.021 -0.500
-0.126 -0.071 -0.102
-0.173 -0.134 -0.060
0.146 -0.093 0.130
0.160 -0.045 0.031
0.084 0.016 0.045
-0.025 -0.584 -0.028
-0.063 -0.314 -0.070
-0.100 -0.031 0.060
-0.211 0.046 -0.143
-0.018 0.125 -0.062
-0.013 0.080 -0.069
0.183 0.020 0.238
0.039 -0.132 0.197
-0.082 -0.017 0.058
-0.051 0.071 -0.044
0.130 0.133 0.017
0.796 1.518 -2.032
-0.291 0.501 1.133
-0.276 -0.646 0.241
-0.059 -0.066 0.033
0.350 0.021 -0.696
0.132 -0.395 0.296
-0.143 -0.019 -0.327
0.155 -0.452 0.012
-0.949 -0.037 0.642
1.110 0.222 0.247
-0.456 0.479 0.122
0.207 0.142 0.022
-0.676 0.015 -0.217
-0.043 0.087 -0.151
0.059 -0.321 -0.318
0.223 0.008 -0.056
0.017 0.384 0.313
0.210 -0.185 0.295
0.247 -0.149 -0.265
-0.233 -0.237 0.112
-0.229 0.218 -0.157
-0.050 -0.081 -0.221
0.137 0.057 0.486
0.046 -0.101 0.413
-0.209 0.313 0.130
-0.256 0.114 -0.128
-0.152 -0.143 -0.210
0.196 -0.361 -0.015


[2]
Molecular formula: C33H34ClN5O3V
Method: DFT, ωB97M-V/def2-TZVPD

Output
E_LUMO (spin up / spin down): -3.72 / -3.85 eV
Electronic energy: -86572.1991 eV
Total charge: +1
Maximum force: 3.2 eV/A
HOMO level (spin up / spin down): -0.391 / -0.395 Eh
Kohn-Sham gap (spin up / spin down): 0.2540 / 0.2534 hartree
Multiplicity: 3

Positions of all 77 atoms, in Å:
V1 0.73947 0.18366 0.24755
C1 0.48095 -2.96247 2.36883
N1 0.79872 -1.60857 2.80620
C2 -0.03180 -1.22827 3.93875
C3 2.21487 -1.51429 3.09384
C4 3.07507 -1.29288 1.86079
C5 4.41958 -1.65141 2.00054
C6 5.34751 -1.44770 0.99288
C7 4.91742 -0.87816 -0.19974
C8 3.58249 -0.53193 -0.34221
C9 2.60928 -0.70873 0.66487
H1 0.73230 -3.71181 3.13594
H2 1.04350 -3.20076 1.46543
H3 -0.57982 -3.04286 2.13537
H4 0.19168 -1.80594 4.84978
H5 -1.08052 -1.40413 3.68685
H6 0.09090 -0.16794 4.16130
H7 2.56563 -2.43333 3.58512
H8 2.39061 -0.71290 3.81496
H9 4.73592 -2.11592 2.93260
H10 6.38340 -1.73586 1.13288
H11 5.61352 -0.70233 -1.01255
H12 3.30374 -0.06490 -1.28450
N2 3.72655 3.70692 3.04261
C10 2.75757 3.52208 2.10138
C11 2.62141 2.27555 1.46811
N3 1.68081 2.08661 0.55298
C12 0.88057 3.12613 0.23710
C13 1.01459 4.32427 0.88780
N4 1.94812 4.53517 1.82543
H13 4.38285 2.98630 3.27563
H14 3.80888 4.60560 3.48264
H15 3.26264 1.43355 1.69576
H16 0.10173 2.94756 -0.48733
H17 0.35250 5.15048 0.65479
C14 1.97241 0.13241 -3.52067
C15 0.86101 -0.43324 -2.74579
O1 0.86024 -0.24262 -1.49858
C16 -0.23314 -1.21504 -3.31299
C17 -1.14334 -1.84621 -2.46256
C18 -2.18737 -2.57984 -2.99970
C19 -2.32596 -2.68108 -4.37975
C20 -1.41807 -2.06145 -5.23274
C21 -0.36711 -1.33142 -4.69931
H18 2.42420 0.96816 -2.99336
H19 1.63082 0.46056 -4.50157
H20 2.74324 -0.63044 -3.66769
H21 -1.03366 -1.77169 -1.39385
H22 -2.88819 -3.07873 -2.34255
H23 -3.14658 -3.25634 -4.79593
H24 -1.52741 -2.14914 -6.30633
H25 0.33535 -0.85565 -5.37354
O2 -0.91807 -0.94475 0.60770
C22 -1.35695 -0.02984 1.41105
O3 -0.51825 0.89007 1.71006
C23 -2.73362 -0.03349 1.91895
C24 -3.63915 -0.98663 1.46169
C25 -4.94247 -0.97836 1.93866
C26 -5.32626 -0.02191 2.87386
C27 -4.41692 0.92472 3.33402
C28 -3.11427 0.92334 2.85423
H26 -3.31478 -1.72961 0.74376
H27 -5.65786 -1.71399 1.59254
H28 -6.34239 -0.01685 3.25054
H29 -4.72653 1.66000 4.06674
H30 -2.39298 1.65361 3.20047
Cl1 -1.02420 2.43552 -5.54077
C29 -1.72430 1.95043 -4.03581
C30 -3.00390 1.43424 -3.96220
C31 -3.46982 1.04044 -2.71972
C32 -2.63765 1.15579 -1.61599
N5 -1.39542 1.64672 -1.69873
C33 -0.96349 2.05818 -2.89246
H31 -3.61474 1.34421 -4.85326
H32 -4.46899 0.63812 -2.60197
H33 -2.97447 0.83049 -0.63794
H34 0.03843 2.48053 -2.95091

Forces on the atoms, in the same order (eV/Å):
0.722 0.614 2.824
-0.026 0.011 -0.106
-0.067 -0.074 -0.003
0.041 -0.091 0.067
0.018 -0.011 -0.191
-0.052 0.111 -0.044
0.035 -0.086 -0.009
-0.093 0.030 -0.039
0.022 -0.070 0.150
-0.242 0.184 -0.066
0.109 -0.138 0.065
-0.022 0.044 0.009
0.032 0.013 -0.009
-0.001 0.023 -0.004
-0.003 -0.020 -0.057
0.048 0.019 0.057
0.049 0.003 -0.008
0.043 -0.008 0.119
-0.072 0.179 -0.064
-0.008 0.063 -0.097
-0.080 0.024 -0.015
-0.032 -0.024 0.047
0.018 -0.081 0.188
-0.311 0.019 -0.253
0.497 0.180 0.483
-0.233 -0.309 -0.473
-0.038 0.298 0.165
-0.005 -0.241 -0.037
0.435 0.312 0.312
-0.336 -0.006 -0.301
-0.007 -0.021 -0.031
-0.014 0.017 -0.013
-0.003 0.014 0.063
-0.066 -0.011 -0.001
0.062 -0.012 0.048
0.318 0.206 -0.598
-0.662 -0.293 1.628
0.256 -0.569 -3.182
0.339 0.272 -0.278
-0.248 -0.164 -0.086
0.111 0.060 -0.042
-0.070 -0.054 -0.052
0.091 0.073 0.102
-0.172 -0.146 -0.272
-0.039 0.007 0.054
0.103 0.002 0.000
-0.062 -0.038 -0.029
0.030 0.041 0.124
0.014 0.012 -0.032
0.077 0.049 0.027
0.003 -0.001 0.058
-0.067 -0.025 0.082
-0.954 0.651 0.472
1.110 -0.495 -0.563
-0.575 -0.446 -0.368
0.040 -0.006 0.045
-0.192 -0.080 0.053
0.101 0.074 0.024
0.013 -0.004 -0.003
0.054 -0.029 -0.046
-0.219 0.075 0.097
0.021 0.029 0.012
0.049 0.023 0.006
0.053 -0.001 -0.020
0.029 -0.036 -0.045
-0.014 -0.056 -0.046
-0.073 -0.022 -0.045
0.057 0.036 -0.243
-0.179 -0.065 -0.091
-0.095 -0.033 0.021
0.332 0.078 -0.110
-0.211 -0.036 0.054
0.133 -0.087 0.461
0.055 0.012 0.072
0.073 0.023 -0.033
0.036 0.052 -0.038
-0.086 -0.046 0.057


The following relative energy (zero: lowest compared OMol25 entry of this formula, charge and spin) values (in kcal per mole) correspond, in order, to the records above: 64.8 45.5.